Entry 1:
{"formula": "C7H10ClN3O2", "method": "ωB97M-V/def2-TZVPD", "homo_ev": [-7.75, -7.85], "total_charge": 0, "energy_ev": -28502.264, "lumo_energy_ev": [-0.73, -0.71], "orbital_gap_ev": [7.01, 7.14], "largest_force_ev_per_a": 4.0, "de_lowest_kj_mol": 547.9, "elements": ["O", "H", "H", "H", "C", "Cl", "N", "H", "O", "N", "C", "C", "C", "C", "H", "H", "C", "H", "C", "H", "H", "N", "H"], "coordinates": [[-1.5790, 1.2822, -1.4365], [1.6999, -0.8556, 1.7802], [1.9639, -1.1533, -1.4140], [2.0211, 2.2207, 0.1983], [-3.7714, -0.7833, -0.3807], [-4.0649, -2.6126, 1.4876], [-1.4973, 0.3392, -0.6354], [2.9686, -0.1276, 0.7803], [-4.5644, -0.3218, -1.0846], [-1.8893, -1.7278, 0.9114], [2.0460, 0.0285, 1.1618], [1.1210, 1.8773, -0.1548], [-0.3415, -0.1023, 0.0191], [1.6861, -0.1094, -1.3757], [1.0623, 0.1759, -2.1297], [-0.0847, -1.6056, 1.4305], [1.1661, 0.3716, -0.0108], [0.2819, 2.2365, 0.3971], [-3.1187, -1.5158, 0.5354], [2.5674, 0.4595, -1.5197], [2.0910, 0.8352, 1.8607], [-0.7616, -1.2137, 0.7327], [0.9977, 2.3023, -1.1532]], "nbo_charge": [-0.430, 0.186, 0.202, 0.198, 0.758, 0.026, -0.039, 0.220, -0.376, -0.188, -0.589, -0.596, 0.155, -0.584, 0.222, 0.408, -0.078, 0.221, -0.180, 0.198, 0.222, -0.185, 0.229]}

Entry 2:
{"formula": "C28H40Cl3IrO2SeSi", "method": "ωB97M-V/def2-TZVPD", "homo_ev": [-8.32, -8.32], "total_charge": 0, "energy_ev": -147414.170, "lumo_energy_ev": [-1.44, -1.44], "orbital_gap_ev": [6.88, 6.88], "largest_force_ev_per_a": 2.1, "de_lowest_kj_mol": 109.5, "elements": ["H", "C", "H", "H", "H", "H", "Cl", "C", "H", "H", "H", "C", "H", "H", "C", "Cl", "C", "C", "H", "H", "Ir", "C", "H", "C", "H", "H", "H", "H", "C", "H", "H", "H", "C", "C", "C", "C", "H", "H", "H", "Se", "H", "Si", "H", "H", "C", "H", "O", "C", "C", "C", "H", "Cl", "H", "C", "C", "H", "C", "C", "C", "H", "C", "C", "C", "H", "C", "H", "H", "H", "H", "C", "H", "C", "H", "H", "O", "H"], "coordinates": [[2.5788, -5.6671, 0.9064], [-0.2972, -2.5852, -4.5487], [1.6300, 1.6798, 4.1582], [0.8101, -4.4559, -4.7984], [1.5007, 3.4462, 4.2205], [1.1840, -6.0531, -1.7042], [4.2768, 0.1328, 4.6980], [1.0137, -2.0802, -0.4240], [-0.9839, -4.4686, 0.9270], [-2.1138, 1.0924, 3.9955], [1.7227, -3.0078, -5.2428], [-0.9350, 3.6261, 1.7471], [-1.1579, -0.6050, -4.8732], [0.2074, 6.3039, 0.1015], [0.8327, -0.9934, -1.2617], [2.0588, -2.2924, 4.5085], [0.4189, -1.1148, -2.5861], [-1.5326, 5.0475, -0.2652], [-1.9916, -3.4381, -5.6010], [-0.7313, 4.5716, 4.3694], [2.3025, -0.4345, 1.5270], [-0.2288, 2.8518, -0.3781], [-3.5298, 4.1803, -0.3085], [-0.4181, -1.2724, -5.3221], [0.4431, -3.6155, -6.3074], [-3.5010, 5.9511, -0.3865], [-1.4268, 4.3855, 2.3395], [-2.4151, -2.6869, -4.0522], [0.2835, 1.5788, 1.6395], [-0.7396, -1.4841, -6.3439], [0.3214, -0.2229, -3.1901], [-0.1362, 2.9341, -1.4524], [0.3331, 1.7556, 0.2672], [0.3163, -3.4547, -2.2465], [-0.3717, 2.5489, 2.4206], [-1.6632, -3.2870, -4.5694], [0.1983, -5.4728, 1.7828], [3.0507, -4.8160, -0.5746], [-1.2986, 7.2008, -0.1598], [1.5614, 0.6578, -0.6783], [-1.6185, -4.2648, -4.0854], [3.4995, -1.2519, 3.3991], [-2.2322, 3.6286, 4.2175], [0.1221, -4.4411, -2.6450], [-3.0313, 5.0756, 0.0696], [0.3340, -3.7115, 1.8336], [1.4187, -1.9634, 0.8766], [0.0708, -4.5559, 1.2009], [-0.4108, 2.4443, 3.9542], [-1.3782, 5.0664, -1.7859], [2.7684, -3.9125, 0.9236], [4.9900, -2.6164, 3.0472], [-3.2004, 5.1280, 1.1471], [-0.8661, 6.3097, 0.3023], [0.7340, -3.4710, -5.2638], [-1.2233, 3.4724, 5.6567], [0.5568, -5.8950, -0.8223], [-1.0958, 1.1384, 4.3913], [1.0198, 2.5088, 4.5125], [-1.8533, 4.1993, -2.2515], [0.9468, -4.6230, -0.0618], [-1.1985, 3.6039, 4.5730], [2.4293, -4.7546, 0.3228], [0.6948, -6.7540, -0.1625], [0.7393, -3.3678, -0.9274], [-0.4917, -5.8792, -1.1323], [0.9937, 2.4627, 5.6047], [-0.3273, 5.0928, -2.0844], [-0.5528, 0.2607, 4.0484], [-0.8920, 3.8098, 0.3600], [-1.8578, 5.9620, -2.1860], [0.1427, -2.3604, -3.1033], [-1.0095, 6.3895, 1.3818], [0.5389, -0.7480, -5.3786], [0.8180, 0.4778, 2.2508], [-1.1510, 1.1031, 5.4825]], "lowdin_charge": [0.090, -0.559, 0.044, 0.079, 0.093, 0.086, 0.230, -0.323, 0.093, 0.093, 0.092, 0.037, 0.088, 0.092, -0.411, 0.171, -0.060, -0.559, 0.086, 0.086, 1.041, -0.059, 0.092, -0.069, 0.086, 0.086, 0.095, 0.092, -0.328, 0.086, 0.097, 0.097, -0.410, 0.037, -0.075, -0.044, 0.088, 0.093, 0.086, 1.168, 0.079, -0.852, 0.089, 0.095, -0.044, 0.067, -0.326, -0.033, -0.527, -0.069, 0.057, 0.224, 0.079, -0.044, -0.044, 0.087, -0.072, -0.033, -0.036, 0.088, -0.527, -0.071, -0.034, 0.087, -0.074, 0.089, 0.091, 0.088, 0.071, -0.163, 0.086, -0.165, 0.079, 0.088, -0.321, 0.088]}

Entry 3:
{"formula": "C5H11O2", "method": "ωB97M-V/def2-TZVPD", "homo_ev": -3.69, "total_charge": -1, "energy_ev": -9458.288, "lumo_energy_ev": 3.76, "orbital_gap_ev": 7.46, "largest_force_ev_per_a": 6.0, "de_lowest_kj_mol": 168.0, "elements": ["H", "C", "H", "C", "H", "H", "H", "C", "O", "C", "H", "H", "H", "C", "H", "H", "H", "O"], "coordinates": [[2.1793, -1.4107, -0.2377], [-1.5216, 0.9867, 1.9602], [2.4217, -1.9651, -1.9677], [-0.1474, 1.8744, 1.7819], [0.8674, -0.0826, -2.3689], [1.0036, -2.4707, -0.9963], [-1.3154, 0.1285, 1.3743], [0.8685, -0.3750, -1.3090], [-0.3914, 3.0648, 1.5802], [1.6077, -1.6786, -1.2000], [-1.2435, -1.0721, -2.0233], [-0.7328, -1.1855, -0.2913], [1.0970, 0.3581, -0.6281], [-0.7158, -0.5580, -1.1563], [-1.6926, 0.8835, 2.9515], [-2.2237, 1.6598, 1.5156], [-1.0249, 0.4397, -0.9869], [0.9639, 1.4026, 2.0017]], "nbo_charge": [0.224, -0.769, 0.192, 0.777, 0.177, 0.191, 0.191, -0.398, -0.800, -0.625, 0.179, 0.195, 0.236, -0.598, 0.193, 0.206, 0.222, -0.794]}

Entry 4:
{"formula": "C18H39NO2P2PbSi", "method": "ωB97M-V/def2-TZVPD", "homo_ev": -4.38, "total_charge": 0, "energy_ev": -56584.270, "lumo_energy_ev": -0.39, "orbital_gap_ev": 3.99, "largest_force_ev_per_a": 4.2, "de_lowest_kj_mol": 72.4, "elements": ["H", "H", "H", "C", "H", "H", "C", "H", "H", "C", "C", "H", "H", "H", "C", "H", "H", "O", "C", "P", "H", "H", "C", "H", "H", "H", "H", "N", "C", "C", "H", "H", "H", "H", "H", "H", "H", "H", "C", "H", "C", "H", "P", "O", "H", "C", "H", "C", "H", "H", "Si", "H", "H", "C", "H", "C", "Pb", "H", "H", "C", "C", "H", "H", "C"], "coordinates": [[0.8993, -2.2189, 4.0181], [-0.6485, -3.0777, 4.0574], [5.2163, 0.4768, -0.6062], [-0.2573, 0.9257, 4.2599], [-2.3437, 0.7591, -6.9017], [-3.2905, 0.1719, 4.4959], [-2.6940, -0.7450, 4.6280], [-3.0863, 3.4334, 1.1349], [4.9290, -2.2669, -2.7384], [-4.1677, -0.2397, 0.8176], [-3.7854, 1.7377, -1.3175], [3.3491, -2.1243, 2.4243], [1.9585, 0.9630, -2.8720], [-0.8287, 2.3964, -3.2026], [4.9569, 0.4469, -1.6710], [-1.3319, -1.8997, -3.6471], [3.8504, -1.7138, 0.7669], [1.9404, 0.4709, 0.9621], [3.9688, -2.2740, -2.2075], [-3.1491, 1.1609, 0.2812], [3.1088, 0.2644, -4.0787], [-5.0880, 0.1033, 1.3030], [-1.4271, -0.8932, -4.0625], [-4.4286, -0.8825, -0.0332], [4.7041, 1.4535, -2.0153], [-2.5179, -0.8665, 5.7138], [2.7982, -0.4511, -0.7102], [-0.7168, -0.1102, -1.9650], [-0.1304, -2.1636, 4.3836], [2.4662, 0.0498, -3.2058], [1.7026, -0.7001, -3.4494], [-3.1147, 2.4977, -1.7389], [-3.3241, -1.5908, 4.3111], [-0.1355, -2.1116, 5.4806], [-3.8049, 0.9171, -2.0468], [-2.1936, -1.5565, -5.9470], [3.1535, 1.5437, 2.9815], [-1.7140, 2.7113, -5.5074], [-1.8953, -0.6979, -5.3459], [4.0677, -2.8491, -1.2775], [-1.1466, 1.5351, -3.7978], [5.7775, 0.0308, -2.2573], [3.5184, -0.5690, -1.9032], [-1.1860, -0.7611, 2.0400], [3.1944, -2.7340, -2.8395], [-1.6219, 1.7040, -5.0872], [4.3678, 0.2325, 3.0548], [-3.3992, 2.4534, 1.5323], [-2.7589, 2.2259, 2.4038], [-3.5855, -0.8475, 1.5235], [-1.0662, -0.6982, 3.6597], [0.3055, 0.7347, 5.1878], [-4.7889, 2.1589, -1.2289], [3.0240, -1.6237, 1.4968], [2.1589, -2.1605, 1.0859], [2.7103, -0.1732, 1.7329], [-0.5183, 0.6137, 0.3292], [-1.0062, 1.7023, 4.4923], [-4.4441, 2.5206, 1.8749], [-1.0761, 0.2082, -3.1800], [3.2976, 0.4564, 2.9526], [2.8012, 0.0205, 3.8290], [0.4399, 1.3177, 3.5047], [-1.9936, 0.6021, -5.8781]], "nbo_charge": [0.205, 0.237, 0.265, -1.148, 0.191, 0.221, -1.144, 0.242, 0.257, -0.956, -0.951, 0.242, 0.309, 0.182, -0.972, 0.188, 0.212, -0.609, -0.968, 0.884, 0.247, 0.222, -0.292, 0.253, 0.277, 0.228, 0.053, -1.146, -1.137, -0.962, 0.317, 0.258, 0.229, 0.226, 0.278, 0.190, 0.247, 0.189, -0.224, 0.269, -0.395, 0.259, 1.317, -1.364, 0.287, -0.189, 0.230, -0.957, 0.247, 0.279, 1.911, 0.223, 0.221, -0.734, 0.265, 0.596, 1.210, 0.230, 0.230, 0.148, -0.724, 0.261, 0.217, -0.377]}